{"formula": "C32H77N13O8", "method": "ωB97M-V/def2-TZVPD", "lumo_energy_ev": -0.48, "e_homo_ev": -7.64, "relative_energy_kcal_mol": 161.7, "smiles": "CC1(C)CCCC(C)(C)N1O.CC1(C)CCCC(C)(C)N1O.CC1(C)CCCC(C)(C)N1O.NC(N)=O.NC(N)=O.NC(N)=O.NC(N)=O.NC(N)=O", "orbital_gap_ev": 7.16, "species": ["C", "C", "C", "C", "C", "C", "C", "C", "C", "N", "O", "H", "H", "H", "H", "H", "H", "H", "H", "H", "H", "H", "H", "H", "H", "H", "H", "H", "H", "H", "C", "C", "C", "C", "C", "C", "C", "C", "C", "N", "O", "H", "H", "H", "H", "H", "H", "H", "H", "H", "H", "H", "H", "H", "H", "H", "H", "H", "H", "H", "C", "C", "C", "C", "C", "C", "C", "C", "C", "N", "O", "H", "H", "H", "H", "H", "H", "H", "H", "H", "H", "H", "H", "H", "H", "H", "H", "H", "H", "H", "N", "C", "N", "O", "H", "H", "H", "H", "N", "C", "N", "O", "H", "H", "H", "H", "N", "C", "N", "O", "H", "H", "H", "H", "N", "C", "N", "O", "H", "H", "H", "H", "N", "C", "N", "O", "H", "H", "H", "H"], "positions_angstrom": [[-2.484, 2.570, 3.720], [-1.937, 2.090, 5.119], [-0.962, 3.129, 5.675], [-3.227, 1.869, 5.913], [-3.101, 0.972, 7.150], [-2.358, -0.338, 6.885], [-1.063, -0.178, 5.998], [0.061, 0.209, 7.020], [-0.819, -1.598, 5.272], [-1.291, 0.779, 4.899], [-0.214, 0.920, 3.989], [-3.038, 1.793, 3.194], [-3.134, 3.445, 3.717], [-1.593, 2.697, 3.104], [-1.518, 3.801, 6.329], [-0.180, 2.725, 6.318], [-0.596, 3.827, 4.922], [-3.711, 2.774, 6.280], [-4.014, 1.467, 5.276], [-2.545, 1.482, 7.937], [-4.081, 0.616, 7.470], [-3.094, -1.087, 6.593], [-1.938, -0.564, 7.865], [0.596, -0.641, 7.444], [-0.134, 1.063, 7.668], [0.871, 0.567, 6.385], [-1.485, -1.689, 4.414], [-1.024, -2.444, 5.928], [0.228, -1.758, 5.011], [-0.658, 0.994, 3.141], [-2.547, -4.005, 0.230], [-3.751, -3.319, 0.833], [-5.006, -4.153, 0.448], [-3.518, -3.284, 2.400], [-4.288, -2.178, 3.092], [-3.954, -0.812, 2.491], [-4.349, -0.787, 0.922], [-5.894, -0.667, 0.819], [-3.737, 0.502, 0.346], [-3.796, -1.978, 0.204], [-3.698, -1.955, -1.225], [-1.659, -3.395, 0.396], [-2.420, -4.999, 0.660], [-2.679, -4.172, -0.839], [-4.981, -5.171, 0.835], [-5.929, -3.639, 0.717], [-5.025, -4.324, -0.628], [-3.873, -4.247, 2.769], [-2.458, -3.222, 2.646], [-5.352, -2.368, 2.954], [-4.167, -2.200, 4.175], [-2.972, -0.460, 2.806], [-4.535, -0.067, 3.034], [-6.076, -0.855, -0.239], [-6.227, 0.345, 1.049], [-6.514, -1.219, 1.526], [-2.803, 0.155, -0.097], [-3.527, 1.242, 1.118], [-4.318, 0.932, -0.469], [-2.758, -1.775, -1.304], [3.508, 1.111, -6.828], [4.657, 1.641, -5.944], [5.578, 2.816, -6.544], [3.861, 2.262, -4.677], [3.405, 1.162, -3.753], [4.648, 0.411, -3.306], [5.396, -0.339, -4.478], [6.814, -0.662, -3.884], [4.545, -1.598, -4.819], [5.540, 0.570, -5.578], [6.236, 0.095, -6.669], [3.803, 0.799, -7.830], [2.989, 0.261, -6.384], [2.750, 1.864, -7.048], [5.879, 2.773, -7.591], [5.178, 3.827, -6.455], [6.498, 2.930, -5.972], [4.501, 2.929, -4.100], [2.937, 2.761, -4.971], [2.838, 1.568, -2.916], [2.651, 0.535, -4.228], [4.179, -0.350, -2.683], [5.265, 1.021, -2.646], [6.820, -1.362, -3.048], [7.412, 0.225, -3.674], [7.353, -1.293, -4.591], [3.516, -1.418, -5.130], [4.434, -2.210, -3.924], [5.035, -2.248, -5.544], [6.832, 0.822, -6.866], [0.252, -4.200, -2.701], [0.123, -2.935, -2.749], [-0.980, -2.563, -3.312], [0.939, -2.153, -2.326], [0.892, -4.642, -2.057], [-0.594, -4.664, -2.999], [-1.379, -1.656, -3.115], [-1.613, -3.335, -3.464], [0.264, 4.295, 0.630], [1.541, 4.206, 0.829], [2.004, 5.427, 1.005], [2.215, 3.203, 1.097], [-0.123, 5.031, 0.058], [-0.129, 3.372, 0.510], [1.564, 6.317, 0.821], [2.946, 5.269, 1.334], [3.612, -2.386, -1.298], [4.284, -3.458, -1.203], [3.552, -4.532, -1.231], [5.499, -3.415, -0.919], [4.181, -1.551, -1.283], [2.677, -2.307, -1.672], [2.603, -4.384, -0.919], [4.031, -5.375, -0.950], [-0.799, 3.299, -2.845], [-1.797, 3.782, -2.231], [-2.619, 2.902, -1.852], [-1.847, 4.907, -1.757], [0.014, 3.831, -3.119], [-0.882, 2.300, -2.971], [-2.534, 1.966, -2.223], [-3.463, 3.239, -1.412], [0.654, 0.821, -1.551], [0.080, 0.639, -0.414], [0.005, -0.650, -0.205], [-0.229, 1.536, 0.386], [0.573, 1.801, -1.785], [0.524, -0.005, -2.118], [-0.311, -1.021, 0.680], [0.470, -1.231, -0.888]], "forces_ev_per_angstrom": [[1.226, -0.699, -0.095], [-0.810, -0.069, -1.020], [-0.764, 0.922, 0.771], [-0.590, -0.570, 1.353], [0.527, -0.441, -0.773], [0.778, 0.958, -0.168], [-0.526, -1.373, 0.016], [1.274, 0.076, -2.403], [0.398, 0.975, 1.206], [-1.776, -0.161, 0.012], [0.458, -0.199, 0.925], [-0.170, -0.290, 0.452], [0.398, 0.212, 0.350], [-0.178, 0.796, -0.270], [-0.230, 0.077, 0.239], [0.123, -0.058, -0.519], [0.488, -0.511, -0.176], [0.526, 0.596, -0.263], [0.254, -0.419, -0.352], [-0.397, 0.294, 0.179], [-0.132, 0.733, 0.455], [0.417, -0.238, -0.451], [-0.272, -0.864, -0.039], [-0.793, -0.152, 0.732], [-0.417, -0.534, 0.361], [0.220, 0.404, -0.242], [0.171, 0.199, -0.059], [-0.301, 0.176, 0.388], [-0.008, 0.375, -0.453], [0.130, -0.153, -0.381], [0.281, -0.611, -0.209], [-0.319, -0.187, -0.536], [0.237, 0.129, -0.087], [-0.605, 0.201, -0.855], [-0.207, 0.226, -0.260], [-0.742, -0.720, -0.486], [-0.248, 0.519, 1.278], [0.448, 0.469, -0.107], [0.487, -0.931, -0.503], [0.478, 0.582, 2.311], [-0.576, 0.135, 1.176], [0.164, -0.104, 0.043], [0.173, 0.011, 0.215], [-0.010, 0.140, -0.102], [-0.031, 0.095, 0.524], [-0.006, -0.149, 0.168], [0.018, 0.428, -0.197], [0.102, -0.139, -0.023], [0.146, 0.145, -0.236], [-0.182, 0.002, -0.103], [0.378, 0.048, 0.050], [0.682, -0.455, -0.810], [-0.666, 0.171, -0.454], [-0.713, -0.213, 0.120], [0.342, 0.364, -0.247], [0.292, -0.828, -0.378], [0.385, 0.565, 0.122], [-0.105, -0.013, -0.174], [-0.224, 0.023, 0.113], [0.226, 0.095, -0.297], [-0.047, 0.443, -1.292], [-1.357, 1.604, 0.459], [-0.589, -0.044, 0.173], [0.577, -0.859, -0.591], [0.415, 0.500, -0.113], [-1.435, -1.164, -0.170], [-0.308, 0.346, 1.735], [-0.358, -1.349, -1.123], [0.667, -0.522, 0.552], [0.194, 1.437, 1.660], [0.113, -0.749, -0.816], [0.487, -0.236, 0.077], [0.218, 0.101, 0.200], [-0.035, 0.293, 0.285], [-0.225, -0.595, -0.151], [-0.768, -0.146, 0.091], [0.083, -0.567, 0.282], [0.054, 0.190, -0.156], [0.460, 0.549, -0.659], [0.381, 0.193, 0.334], [0.262, -0.411, -0.297], [0.779, -0.345, 0.153], [0.259, 0.114, -0.404], [-0.603, 0.434, 0.552], [-0.313, 0.039, 0.017], [0.232, 0.358, -0.528], [0.175, 0.450, -0.236], [0.202, -0.050, 0.190], [0.019, 0.219, -0.253], [0.464, -0.083, -0.121], [0.228, -5.202, 0.236], [1.195, 2.205, 0.717], [-3.951, 1.150, -1.793], [1.981, 1.930, 0.908], [-0.100, -0.008, -0.503], [0.762, -1.003, 0.431], [0.216, -0.162, -0.281], [-0.618, 0.867, -0.252], [-4.362, -2.073, -1.503], [1.227, -0.817, 1.778], [3.845, 1.793, 0.396], [-0.438, 0.543, -0.706], [-0.071, -0.106, 0.133], [-0.633, -0.067, -0.300], [0.217, -0.505, 0.199], [0.311, 1.461, -0.087], [-2.193, 5.457, -0.764], [5.318, 0.071, 2.121], [-1.943, -4.191, -0.374], [-0.674, -0.839, -0.864], [-0.267, -0.078, 0.142], [0.060, -0.119, -0.074], [0.290, -0.444, 0.113], [-0.310, 0.047, 0.046], [4.539, -2.370, -3.736], [0.543, 5.106, 3.209], [-5.017, -4.294, 1.166], [-0.124, 1.931, -0.491], [-0.337, -0.176, 0.068], [0.981, 0.390, -0.682], [-0.766, 0.115, 0.422], [0.148, -0.477, -0.015], [1.042, 1.978, -3.375], [-0.681, 1.786, 4.563], [-1.408, -3.304, 1.842], [-0.515, -0.999, -0.570], [0.499, -0.270, -0.978], [0.690, 0.833, -1.270], [0.164, 0.147, -0.179], [-0.078, -0.519, 0.621]]}